No. 1
99
Properties=species:S:1:pos:R:3:forces:R:3:mulliken_charge:R:1 method="wB97M-V/def2-TZVPD" spin_multiplicity=1 e_lumo_ev=-1.2 homo_lumo_gap_ev=6.4 de_lowest_kj_mol=0.0
Rh -1.432313 -0.027490 -0.244004 0.065 0.048 -0.083 0.62
C -0.820725 0.736117 2.865189 0.004 -0.005 -0.031 -0.83
O -1.411142 -0.140042 1.883762 0.093 -0.027 0.009 -0.07
C -1.764291 -1.390703 2.333258 -0.082 0.012 0.006 0.36
C -1.977763 -1.677738 3.671976 -0.018 0.007 -0.012 -0.70
C -2.295822 -2.976003 4.038519 -0.003 0.006 -0.001 -0.85
C -2.405887 -3.974785 3.079814 0.008 -0.005 0.008 -0.92
C -2.221046 -3.674898 1.742322 0.004 0.008 0.000 -0.37
C -1.900367 -2.377450 1.363402 -0.031 0.001 -0.008 0.38
N -1.730714 -1.960833 0.011917 -0.084 -0.031 0.046 0.72
N -1.938833 -2.856821 -0.849448 -0.001 0.009 -0.008 -0.77
C -1.947287 -2.605439 -2.178397 0.056 -0.008 -0.004 -0.64
C -1.892965 -1.323225 -2.779749 0.032 0.005 0.005 0.76
O -1.722594 -0.199372 -2.171466 -0.053 -0.013 0.012 -0.83
C -2.070384 -1.234552 -4.202774 -0.004 -0.004 -0.016 -0.38
C -2.211930 -2.335455 -4.967592 0.004 -0.008 -0.003 -1.17
C -2.200585 -3.651604 -4.405677 -0.003 0.000 0.002 0.85
C -2.310221 -4.790892 -5.222989 -0.002 0.005 0.001 -1.02
C -2.294621 -6.047881 -4.676286 0.003 -0.001 0.006 -0.57
C -2.166739 -6.190764 -3.287801 -0.004 -0.004 -0.005 -0.84
C -2.058994 -5.090275 -2.472694 0.000 0.000 0.001 -0.44
C -2.080056 -3.791102 -3.012716 0.013 -0.006 -0.011 1.01
H -1.602299 1.139609 3.505590 -0.014 0.004 -0.014 0.52
H -0.365585 1.542428 2.307904 0.030 0.024 -0.006 -0.73
H -0.077056 0.167008 3.423772 0.000 0.024 0.018 0.94
H -1.907052 -0.900773 4.418178 0.004 -0.019 0.005 0.47
H -2.464976 -3.203255 5.082326 0.003 0.000 0.000 0.43
H -2.653268 -4.985611 3.373519 0.000 0.001 0.001 0.43
H -2.331051 -4.430166 0.978236 -0.001 0.001 0.000 0.37
H -2.086209 -0.240383 -4.628890 -0.010 -0.009 0.002 0.59
H -2.335595 -2.235281 -6.039853 -0.002 0.000 0.000 0.40
H -2.404382 -4.656108 -6.293994 -0.001 -0.001 0.001 0.42
H -2.376162 -6.922228 -5.307938 0.000 0.000 0.000 0.40
H -2.147668 -7.180870 -2.850615 0.000 -0.001 0.000 0.42
H -1.949322 -5.215153 -1.405485 0.002 -0.002 -0.002 0.30
N 1.943794 6.750345 3.873417 0.008 -0.006 -0.017 -0.61
C 0.804096 6.029687 3.534795 0.001 0.004 0.003 1.06
C -0.187468 6.600321 2.737776 0.015 -0.007 -0.006 -0.74
C -1.341920 5.896944 2.438304 0.015 -0.034 -0.049 -0.41
C -1.522384 4.612245 2.928476 -0.033 -0.013 0.017 -0.36
C -0.549310 4.046562 3.744713 0.005 0.008 0.057 -0.38
C 0.604010 4.742759 4.044586 0.000 0.007 -0.007 -0.87
S -2.967395 3.677875 2.502551 -0.014 -0.078 0.081 1.08
O -3.896664 4.609762 1.910529 -0.011 0.018 -0.007 -0.69
O -3.353223 2.945326 3.682081 0.035 0.030 -0.023 -0.75
N -2.457738 2.581144 1.452477 -0.005 -0.078 0.016 -0.25
C -2.141713 2.904031 0.212727 0.085 0.038 -0.030 0.24
S -2.394473 4.447288 -0.574773 -0.038 0.040 -0.018 -0.13
C -1.627715 3.854686 -2.007323 0.029 -0.008 0.038 -0.34
C -1.265388 2.573803 -1.841866 0.034 -0.014 -0.043 -1.19
N -1.540598 2.025396 -0.606223 0.053 -0.020 0.044 0.68
H 2.185856 7.500692 3.247506 -0.001 0.003 0.003 0.22
H 2.741347 6.201422 4.148754 0.000 0.001 0.006 0.22
H -0.053179 7.605774 2.356436 -0.002 0.001 0.001 0.32
H -2.115922 6.340028 1.827316 0.000 0.016 0.013 0.57
H -0.708158 3.061894 4.164899 -0.015 0.048 0.020 0.61
H 1.354913 4.299518 4.688654 0.001 0.002 0.004 0.33
H -1.511678 4.465025 -2.886247 0.007 0.003 0.001 0.46
H -0.796897 1.955561 -2.585443 -0.036 0.011 0.026 0.19
C 1.191345 -3.780639 0.022392 0.018 -0.015 -0.043 -0.78
Si 1.777142 -2.147329 0.747257 -0.053 -0.035 -0.023 -0.12
C 3.652029 -2.104063 0.557015 -0.003 0.035 0.055 -1.15
C 1.464293 -2.215374 2.602214 -0.056 -0.035 -0.012 -0.96
Si 0.937907 -0.238915 -0.400785 -0.038 0.095 0.064 1.20
Si 1.695772 -0.525006 -2.663311 0.011 0.056 -0.002 0.70
C 1.438195 -2.278674 -3.304462 0.014 0.017 -0.013 -0.94
C 3.553872 -0.280058 -2.875960 -0.015 -0.019 -0.065 -1.30
C 0.948587 0.715591 -3.861286 -0.016 -0.005 -0.016 -1.09
Si 2.101769 1.647842 0.543273 0.039 -0.001 -0.025 0.66
C 2.749964 1.339186 2.288989 0.015 -0.034 -0.039 -1.15
C 1.202432 3.290061 0.553137 -0.060 -0.017 -0.015 -0.37
C 3.662220 1.927737 -0.471542 -0.006 0.042 0.034 -1.33
H 1.605483 -4.598976 0.618816 0.017 0.004 0.002 0.51
H 1.539484 -3.906583 -1.004365 -0.020 -0.005 0.016 0.30
H 0.106445 -3.887555 0.021702 0.040 -0.011 0.020 -0.02
H 4.070752 -2.939071 1.126587 0.008 0.007 0.000 0.43
H 4.088981 -1.184282 0.951102 0.009 -0.009 -0.029 0.27
H 3.976074 -2.217034 -0.475492 -0.005 -0.005 -0.091 0.27
H 2.113894 -2.996138 3.009749 0.003 0.006 0.010 0.58
H 0.436892 -2.479524 2.859331 0.109 -0.003 -0.037 0.22
H 1.718207 -1.283204 3.105377 0.033 0.065 0.029 0.20
H 2.278848 -2.899379 -2.983808 -0.010 -0.010 0.006 0.47
H 1.453541 -2.251291 -4.398172 0.003 -0.006 0.001 0.39
H 0.522757 -2.775589 -2.995478 -0.094 0.002 0.023 0.06
H 4.156497 -0.924144 -2.239108 0.047 -0.025 0.077 0.26
H 3.891349 0.745070 -2.745684 -0.041 -0.068 -0.062 0.40
H 3.761676 -0.567255 -3.912400 0.002 -0.022 0.002 0.40
H -0.127126 0.600747 -3.979439 0.045 0.016 -0.002 0.12
H 1.413787 0.573741 -4.840865 0.020 -0.010 0.004 0.51
H 1.156664 1.739220 -3.540182 0.012 -0.012 -0.023 0.36
H 1.980190 1.298584 3.055710 -0.102 -0.019 0.052 0.31
H 3.412801 2.174232 2.536839 -0.018 0.010 -0.006 0.46
H 3.344078 0.426740 2.352460 -0.005 -0.027 0.016 0.25
H 0.346009 3.324079 1.227236 -0.008 0.003 -0.008 -0.33
H 0.855717 3.566805 -0.443866 -0.018 0.007 -0.018 0.20
H 1.911303 4.053721 0.889542 -0.001 -0.007 0.009 0.45
H 4.282126 1.036665 -0.574402 -0.013 0.018 0.030 0.35
H 4.255088 2.694490 0.035960 -0.005 0.005 0.011 0.46
H 3.426633 2.299435 -1.469553 0.002 0.025 0.020 0.25

***

No. 2
101
Properties=species:S:1:pos:R:3:forces:R:3:lowdin_spin:R:1 method="wB97M-V/def2-TZVPD" spin_multiplicity=2 e_lumo_ev="-0.2 / -0.1" homo_lumo_gap_ev="6.3 / 6.1" de_lowest_kj_mol=18.7
W -0.013177 0.537386 0.259413 0.869 -0.838 -0.384 0.78
C -0.662183 0.043686 3.935368 -0.001 0.073 0.060 0.00
C -0.921432 1.543181 4.117351 -0.083 -0.137 -0.112 0.00
C -2.362058 1.794214 4.585663 0.065 0.034 0.027 0.00
C -0.583567 2.468496 2.968182 -0.021 0.100 0.058 0.00
C -0.395626 3.831576 3.205672 -0.046 -0.048 0.021 0.00
C -0.082609 4.380904 1.983675 0.029 -0.075 0.030 0.00
N -0.077322 3.408586 1.076329 -0.011 0.327 0.082 0.00
N -0.399639 2.213805 1.653392 0.273 -0.042 -0.091 0.00
B 0.143644 3.604533 -0.443242 -0.022 -0.311 0.007 0.00
N -1.069692 2.993659 -1.151597 -0.032 0.103 -0.056 0.01
C -1.957727 3.598297 -1.932855 -0.051 -0.057 -0.057 0.01
C -2.919571 2.678482 -2.292787 -0.016 -0.011 0.042 0.00
C -2.541707 1.487451 -1.675142 -0.046 0.046 -0.011 0.01
N -1.407164 1.690785 -0.971079 0.090 0.081 0.043 0.02
C -3.304221 0.200845 -1.805190 -0.040 0.011 -0.021 0.00
C -3.412810 -0.193169 -3.281579 0.116 -0.017 0.029 0.00
C -4.720888 0.372423 -1.237683 0.084 -0.038 0.011 0.00
N 1.433677 2.910754 -0.874943 0.067 0.175 -0.025 0.01
C 2.518092 3.476533 -1.416097 0.054 -0.072 -0.039 0.01
C 3.545885 2.564885 -1.370384 0.004 -0.036 -0.098 0.00
C 3.001362 1.420296 -0.771766 0.011 0.000 0.086 0.01
N 1.706040 1.638374 -0.500192 0.258 0.297 0.070 0.01
C 3.773779 0.209307 -0.324930 0.082 -0.052 -0.043 0.00
C 5.151508 0.639684 0.193389 -0.110 0.008 0.040 0.00
C 3.941229 -0.857679 -1.406530 -0.046 -0.015 0.063 0.00
H -0.216352 -0.373223 4.839159 -0.031 0.002 0.024 0.00
H -1.590069 -0.500054 3.750332 0.039 -0.006 -0.011 0.00
H 0.013167 -0.146083 3.111022 0.035 -0.037 0.030 0.00
H -0.268237 1.890255 4.921827 0.037 0.021 -0.028 0.00
H -3.072249 1.502186 3.811519 -0.012 0.007 0.034 0.00
H -2.568997 1.199661 5.477353 -0.020 0.002 0.002 0.00
H -2.531264 2.844960 4.821977 -0.002 -0.005 0.009 0.00
H -0.465189 4.333571 4.155565 0.017 -0.011 0.001 0.00
H 0.149053 5.394513 1.702966 -0.028 -0.004 -0.035 0.00
H 0.207148 4.776208 -0.683903 -0.001 0.026 -0.023 0.00
H -1.847914 4.639573 -2.185336 0.031 0.002 0.027 0.00
H -3.769870 2.834294 -2.932935 0.006 0.008 -0.002 0.00
H -2.771709 -0.588855 -1.274070 0.006 0.014 0.037 0.00
H -3.969145 0.566170 -3.834950 -0.012 -0.007 0.001 0.00
H -2.432760 -0.292620 -3.742226 -0.082 -0.028 -0.016 0.00
H -3.948316 -1.139524 -3.374267 -0.009 -0.025 -0.010 0.00
H -5.297529 1.035766 -1.885504 -0.017 0.000 0.020 0.00
H -5.234667 -0.590167 -1.197684 0.000 0.004 -0.011 0.00
H -4.716976 0.804419 -0.239248 -0.011 0.000 0.049 0.00
H 2.488040 4.485865 -1.790439 -0.038 0.015 0.053 0.00
H 4.559939 2.708616 -1.699536 0.000 -0.006 0.000 0.00
H 3.229798 -0.233476 0.503871 -0.033 0.044 -0.033 0.00
H 5.808531 0.908020 -0.636787 0.024 0.029 0.021 0.00
H 5.075590 1.498088 0.862444 0.020 -0.009 0.024 0.00
H 5.616900 -0.184942 0.736135 0.020 -0.010 -0.034 0.00
H 4.349930 -0.418924 -2.319908 0.014 -0.018 -0.007 0.00
H 4.628573 -1.631606 -1.055622 0.024 0.021 0.001 0.00
H 2.993530 -1.328427 -1.650463 0.021 0.029 -0.029 0.00
C 3.241627 -2.055205 -5.431149 -0.048 0.034 0.081 0.00
C 2.432473 -0.837247 -5.042592 0.073 0.056 -0.073 0.00
O 1.900161 -1.050249 -3.725931 -0.124 -0.107 -0.001 0.00
P 0.415830 -0.529054 -3.378313 0.393 0.132 -0.419 0.00
S 0.185531 -1.265693 -1.483349 -0.517 0.505 0.242 -0.01
S 0.124175 1.324217 -3.849643 0.016 -0.229 0.149 0.00
O -0.493925 -1.454240 -4.343259 -0.098 0.028 0.197 0.00
C -0.412970 -2.888102 -4.296543 0.032 -0.089 0.005 0.00
C -1.614157 -3.507566 -3.611562 0.035 0.118 -0.038 0.00
H 3.720081 -1.893065 -6.397780 0.005 -0.015 -0.001 0.00
H 2.600392 -2.934700 -5.500229 0.018 -0.009 -0.020 0.00
H 4.011801 -2.250757 -4.684425 0.020 0.001 -0.022 0.00
H 1.621966 -0.656798 -5.751343 -0.009 -0.002 0.006 0.00
H 3.053694 0.059617 -5.012822 -0.023 0.017 0.021 0.00
H 0.515269 -3.189779 -3.806015 -0.004 -0.007 -0.008 0.00
H -0.373378 -3.211797 -5.337940 0.076 0.001 -0.006 0.00
H -1.654904 -3.216674 -2.562560 -0.006 -0.006 -0.009 0.00
H -1.537990 -4.594467 -3.679367 -0.030 -0.004 0.027 0.00
H -2.533928 -3.191462 -4.102169 -0.036 -0.009 -0.016 0.00
Cl 4.600135 -3.665567 5.107097 0.026 0.009 -0.019 0.00
C 3.628144 -2.765792 3.977233 0.019 -0.069 0.028 0.01
C 2.856447 -3.444097 3.037132 0.056 -0.006 0.014 0.00
C 2.068241 -2.735827 2.163121 -0.066 0.069 -0.079 0.01
C 1.987191 -1.324557 2.188126 0.126 -0.314 0.058 0.00
O 1.165744 -0.762966 1.342403 -0.206 0.888 0.007 0.03
C 2.813336 -0.654151 3.130228 -0.215 -0.280 -0.228 0.01
C 2.892981 0.796824 3.255988 0.024 0.305 0.103 0.00
O 2.247477 1.613233 2.642095 -0.051 0.033 -0.170 0.01
C 3.617957 -1.396263 4.006104 -0.010 0.114 -0.022 0.00
H 2.890490 -4.524919 2.998567 -0.023 0.002 -0.006 0.00
H 1.478577 -3.251698 1.415757 -0.010 -0.006 0.006 0.00
H 3.630638 1.146380 4.009271 0.020 -0.082 0.013 0.00
H 4.242468 -0.865064 4.714874 -0.019 -0.003 0.020 0.00
C -4.991845 -2.699658 2.720716 0.013 0.010 0.010 0.00
C -3.831853 -1.934147 2.159828 0.086 0.047 -0.032 0.03
C -2.692385 -2.576913 1.681807 -0.071 -0.044 0.070 0.00
C -1.658111 -1.848632 1.140575 0.130 0.090 -0.027 0.02
N -1.667754 -0.501410 1.038110 -1.025 -0.759 0.599 0.00
C -2.761151 0.117257 1.519563 0.042 0.055 -0.239 0.03
C -3.834531 -0.549208 2.072513 -0.106 -0.064 0.024 0.00
H -4.652354 -3.476702 3.405829 -0.006 0.000 0.000 0.00
H -5.546054 -3.189399 1.917416 -0.001 0.002 0.004 0.00
H -5.677796 -2.041299 3.251371 -0.006 -0.013 0.004 0.00
H -2.608478 -3.655487 1.726742 0.021 0.005 -0.007 0.00
H -0.767753 -2.335417 0.772236 -0.001 -0.009 -0.032 0.00
H -2.757322 1.196680 1.443309 0.001 0.009 0.001 0.00
H -4.677004 0.020233 2.445234 0.004 0.027 -0.044 0.00